(1)
DFT (ωB97M-V/def2-TZVPD) results for a molecular structure, C30H26AsBFeN8S.

Last column: natural (NBO) charge in e.
Element x y z (Å)
Fe 13.722 10.967 11.887  1.587
C 14.359 11.238 16.019  -0.312
C 14.810 11.394 14.702  -0.006
N 13.711 11.335 13.849  -0.489
N 12.668 10.949 14.588  -0.310
C 13.006 10.914 15.860  0.049
B 11.346 10.536 13.836  0.945
N 11.613 9.123 13.079  -0.324
C 11.068 7.894 12.984  0.036
C 11.694 7.166 12.029  -0.334
C 12.619 8.041 11.457  0.022
N 12.560 9.273 12.065  -0.473
N 11.069 11.615 12.743  -0.351
C 10.019 12.477 12.645  0.027
C 10.236 13.359 11.607  -0.319
C 11.475 12.966 11.092  0.007
N 11.943 11.962 11.807  -0.430
N 10.204 10.330 14.789  -0.408
C 9.018 9.705 14.495  -0.064
C 8.107 10.090 15.420  -0.326
C 8.826 10.947 16.251  -0.041
N 10.062 11.130 15.832  -0.277
H 14.812 11.460 16.960  0.252
H 15.728 11.722 14.293  0.229
H 12.259 10.819 16.623  0.263
H 10.363 7.586 13.733  0.241
H 11.552 6.135 11.781  0.251
H 13.337 7.844 10.676  0.238
H 9.230 12.406 13.413  0.246
H 9.583 14.139 11.314  0.251
H 12.141 13.286 10.296  0.245
H 8.754 9.184 13.586  0.229
H 7.025 9.874 15.386  0.246
H 8.424 11.496 17.092  0.217
S 13.811 11.364 9.531  -0.165
C 15.360 11.125 8.787  -0.196
C 15.519 11.278 7.365  -0.181
C 16.760 11.341 6.816  -0.189
C 17.919 11.221 7.577  -0.195
C 17.787 10.909 8.942  -0.207
C 16.516 10.792 9.487  -0.347
As 16.206 10.183 11.308  0.872
C 16.355 8.240 11.152  -0.325
C 17.240 7.768 10.139  -0.211
C 17.391 6.386 10.031  -0.191
C 16.624 5.540 10.783  -0.196
C 15.839 5.998 11.789  -0.194
C 15.729 7.348 12.055  -0.217
C 17.729 10.778 12.364  -0.351
C 18.603 10.002 13.087  -0.206
C 19.554 10.626 13.961  -0.186
C 19.697 12.019 13.945  -0.194
C 18.833 12.767 13.146  -0.187
C 17.842 12.148 12.402  -0.238
H 14.643 11.447 6.793  0.227
H 16.792 11.610 5.788  0.229
H 18.904 11.220 7.146  0.231
H 18.638 10.578 9.533  0.227
H 17.712 8.576 9.580  0.230
H 18.262 5.995 9.467  0.232
H 16.724 4.481 10.675  0.228
H 15.321 5.289 12.436  0.225
H 15.192 7.798 12.846  0.217
H 18.632 8.911 13.058  0.232
H 20.262 9.996 14.481  0.227
H 20.393 12.507 14.605  0.229
H 18.926 13.843 13.222  0.228
H 17.264 12.710 11.624  0.223

Output
**<S²>**: 8.77
**Total charge**: +1
**Relative energy (zero: lowest compared OMol25 entry of this formula, charge and spin)**: 18.71 kcal per mole
**Gap between HOMO and LUMO (alpha / beta)**: 8.75 / 6.09 eV
**Spin multiplicity**: 6



(2)
DFT (ωB97M-V/def2-TZVPD) results for a molecular structure, CHAgNaO2.

Last column: natural (NBO) charge in e.
Element x y z (Å)
O -2.453 -1.055 -0.831  -0.603
C -2.851 -1.856 -1.527  0.605
H 1.739 -0.321 0.441  0.456
O 1.325 0.543 0.547  -1.383
Na -0.820 0.442 0.511  0.991
Ag 3.059 2.246 0.859  0.933

Output
**Total charge**: +1
**Relative energy (zero: lowest compared OMol25 entry of this formula, charge and spin)**: 1.91 kcal per mole
**Gap between HOMO and LUMO**: 8.34 eV



(3)
DFT (ωB97M-V/def2-TZVPD) results for 2 unconnected molecules or ions with the total composition C4H17N4.

Last column: natural (NBO) charge in e.
Element x y z (Å)
N -1.328 -0.374 1.533  -0.837
C -1.202 -1.782 1.074  -0.219
C 0.137 -2.327 1.642  -0.228
N 0.465 -3.576 0.954  -0.828
H -1.192 -0.212 2.513  0.393
H -0.301 0.488 0.829  0.442
H -2.247 -0.030 1.263  0.393
H -2.005 -2.421 1.409  0.211
H -1.218 -1.784 -0.020  0.191
H 0.898 -1.561 1.589  0.159
H -0.093 -2.539 2.695  0.202
H 1.179 -3.398 0.230  0.360
H 0.917 -4.241 1.575  0.376
C 0.831 3.376 -2.254  -0.427
N 0.946 1.935 -2.030  -0.632
C -0.073 1.235 -1.297  -0.042
N 0.249 1.275 0.207  -0.755
H 1.816 3.749 -2.476  0.231
H 0.048 3.672 -2.954  0.198
H 0.511 3.892 -1.348  0.189
H 1.038 1.467 -2.907  0.383
H -0.031 0.168 -1.504  0.211
H -1.082 1.642 -1.445  0.191
H 1.244 1.123 0.312  0.422
H 0.020 2.187 0.660  0.416

Output
**Total charge**: +1
**Relative energy (zero: lowest compared OMol25 entry of this formula, charge and spin)**: 11.34 kcal per mole
**Gap between HOMO and LUMO**: 9.96 eV



(4)
DFT (ωB97M-V/def2-TZVPD) results for a single C5H6BNO2S molecule.

Last column: natural (NBO) charge in e.
Element x y z (Å)
H 2.852 -2.403 0.336  0.347
N 1.906 -2.310 0.877  -0.617
C 1.158 -1.374 0.451  0.097
C -0.240 -1.198 0.805  -0.083
C -1.191 -1.946 1.333  -0.401
S -2.697 -1.241 1.577  0.425
C -2.187 0.303 0.970  -0.379
C -0.997 0.322 0.383  -0.343
B -0.373 1.453 -0.469  1.083
O 0.724 2.087 0.096  -0.886
O -1.136 1.920 -1.460  -0.861
H 1.428 -0.486 -0.144  0.157
H -0.964 -2.986 1.543  0.259
H -2.712 1.157 1.088  0.225
H 0.859 2.997 -0.088  0.488
H -0.911 2.734 -1.852  0.489

Output
**SMILES**: [H]/N=C/c1cscc1B(O)O
**Total charge**: 0
**Relative energy (zero: lowest compared OMol25 entry of this formula, charge and spin)**: 22.64 kcal per mole
**Gap between HOMO and LUMO**: 8.66 eV



(5)
DFT (ωB97M-V/def2-TZVPD) results for 7 unconnected molecules or ions with the total composition C31H46BF19IN5O15P.

Last column: Löwdin charge in e.
Element x y z (Å)
C -3.056 -1.656 1.556  -0.062
O -2.523 -2.839 0.969  -0.226
C -1.215 -2.628 0.515  -0.184
N -1.176 -1.863 -0.736  -0.053
C -1.855 -2.268 -1.786  -0.730
I -3.042 -3.972 -2.052  1.093
N -1.717 -1.424 -2.816  0.152
C -0.901 -0.483 -2.315  -0.333
N -0.555 0.554 -3.066  0.109
F -1.073 0.503 -4.331  0.084
B 0.296 1.786 -2.820  -0.632
O 1.556 1.848 -3.381  0.166
N -0.207 2.893 -2.057  -0.044
C -0.126 4.122 -2.919  -0.046
C -1.647 2.740 -1.749  -0.084
N -0.499 -0.689 -1.051  -0.076
P 0.558 0.124 0.091  0.977
C -0.414 0.708 1.549  -0.207
O 1.600 -0.955 0.778  -0.261
H -4.136 -1.778 1.666  0.104
H -2.877 -0.783 0.907  0.085
H -2.618 -1.439 2.542  0.099
H -0.653 -2.177 1.339  0.123
H -0.833 -3.629 0.290  0.143
H 1.468 2.047 -4.326  0.123
H -0.315 4.971 -2.250  0.102
H 0.873 4.267 -3.342  0.052
H -0.891 4.124 -3.711  0.110
H -1.781 1.903 -1.043  0.058
H -2.047 3.629 -1.251  0.100
H -2.260 2.504 -2.632  0.100
H 0.288 1.360 2.083  0.055
H -0.736 -0.096 2.201  0.004
H -1.222 1.357 1.197  0.050
H 2.369 -1.070 0.201  0.064
C 6.265 3.661 -5.182  -0.052
C 5.872 5.032 -5.681  -0.182
O 4.458 5.264 -5.507  0.035
C 4.058 5.658 -4.304  -0.399
O 4.754 5.832 -3.351  0.178
C 2.548 5.919 -4.334  -0.512
F 1.864 4.934 -4.968  0.129
F 2.267 7.055 -4.978  0.176
F 2.014 6.029 -3.110  0.151
H 5.659 2.891 -5.663  0.084
H 7.316 3.465 -5.392  0.089
H 6.106 3.573 -4.112  0.059
H 6.061 5.105 -6.750  0.128
H 6.449 5.819 -5.196  0.130
C 4.880 9.796 -2.411  -0.054
C 3.907 9.959 -3.560  -0.197
O 4.309 11.034 -4.425  0.038
C 5.243 10.735 -5.322  -0.394
O 5.759 9.666 -5.454  0.168
C 5.536 11.956 -6.201  -0.539
F 5.658 13.076 -5.474  0.166
F 4.543 12.158 -7.083  0.165
F 6.665 11.804 -6.893  0.172
H 4.996 10.737 -1.873  0.085
H 4.528 9.033 -1.717  0.082
H 5.867 9.507 -2.771  0.079
H 2.923 10.224 -3.176  0.128
H 3.795 9.035 -4.126  0.104
C -4.464 -6.493 0.731  -0.065
C -4.553 -5.303 1.662  -0.212
O -5.830 -5.259 2.320  0.033
C -5.959 -6.044 3.388  -0.392
O -5.113 -6.764 3.822  0.183
C -7.347 -5.861 4.011  -0.537
F -8.316 -5.852 3.082  0.158
F -7.428 -4.698 4.679  0.165
F -7.636 -6.832 4.875  0.173
H -5.295 -6.487 0.022  0.087
H -3.525 -6.477 0.175  0.057
H -4.521 -7.432 1.281  0.084
H -4.470 -4.379 1.093  0.087
H -3.745 -5.304 2.394  0.128
C -9.994 -9.034 2.788  -0.055
C -9.911 -9.165 1.282  -0.195
O -8.795 -9.988 0.897  0.027
C -8.991 -11.303 0.950  -0.397
O -9.999 -11.840 1.290  0.181
C -7.735 -12.037 0.465  -0.537
F -6.616 -11.515 0.993  0.157
F -7.620 -11.958 -0.871  0.162
F -7.763 -13.328 0.789  0.175
H -9.049 -8.666 3.191  0.067
H -10.790 -8.344 3.069  0.088
H -10.190 -9.997 3.259  0.081
H -9.739 -8.188 0.834  0.122
H -10.838 -9.555 0.862  0.127
C 5.439 0.717 3.189  -0.045
C 4.506 0.804 2.000  -0.211
O 4.867 1.892 1.139  0.033
C 5.850 1.659 0.278  -0.398
O 6.448 0.633 0.167  0.179
C 6.072 2.897 -0.593  -0.538
F 6.082 4.022 0.131  0.173
F 5.085 3.013 -1.502  0.154
F 7.226 2.836 -1.255  0.175
H 5.471 1.671 3.717  0.092
H 5.108 -0.058 3.880  0.072
H 6.457 0.489 2.873  0.083
H 3.492 1.009 2.342  0.114
H 4.478 -0.134 1.444  0.114
C 2.705 -2.822 7.981  -0.054
C 2.310 -3.069 6.540  -0.190
O 1.370 -2.073 6.084  0.036
C 1.888 -0.919 5.691  -0.401
O 3.048 -0.638 5.686  0.172
C 0.774 0.010 5.195  -0.518
F -0.286 0.015 6.009  0.178
F 0.331 -0.373 3.972  0.110
F 1.185 1.272 5.080  0.174
H 1.820 -2.768 8.615  0.087
H 3.350 -3.621 8.342  0.088
H 3.235 -1.875 8.087  0.080
H 1.804 -4.028 6.453  0.127
H 3.180 -3.101 5.885  0.126

Output
**Total charge**: +1
**Gap between HOMO and LUMO**: 9.30 eV



| no. | largest force on an atom (Eh/bohr) |
| --- | --- |
| 1 | 0.06162 |
| 2 | 0.03242 |
| 3 | 0.03498 |
| 4 | 0.10956 |
| 5 | 0.06326 |